Record 1
{"formula": "C17H10AlBCl44F8O4PS", "method": "ωB97M-V with the def2-TZVPD basis set", "charge": -1, "energy_ha": -23009.07341, "lumo_ha": 0.037, "gap_ev": 6.2, "elements": ["Cl", "Cl", "Cl", "Cl", "Cl", "Cl", "Cl", "Cl", "Cl", "Cl", "Cl", "Cl", "Cl", "Cl", "Cl", "Cl", "Cl", "Cl", "Cl", "Cl", "Cl", "Cl", "Cl", "Cl", "Cl", "Cl", "Cl", "Cl", "Cl", "Cl", "Cl", "Cl", "Cl", "Cl", "Cl", "Cl", "Cl", "Cl", "Cl", "Cl", "Cl", "Cl", "Cl", "Cl", "S", "P", "Al", "F", "F", "F", "F", "F", "F", "F", "F", "O", "O", "O", "O", "C", "C", "C", "C", "C", "C", "C", "C", "C", "C", "C", "C", "C", "C", "C", "C", "C", "B", "H", "H", "H", "H", "H", "H", "H", "H", "H", "H"], "positions_angstrom": [[-7.555887, -2.148401, 7.106565], [-7.930736, -7.535086, 1.502457], [0.514189, -3.122791, 7.813871], [-13.022487, -6.038466, -3.113293], [8.267105, -2.852128, 0.092684], [-8.932639, 0.079288, 5.895993], [-6.083630, -0.216860, 5.528088], [0.316475, 11.377367, -3.489768], [-0.543882, -5.517494, 9.032511], [9.905846, -4.224857, 2.043024], [-10.701799, 2.007379, 11.471915], [1.173110, 2.691338, -5.273817], [-10.809195, 4.647860, 10.306281], [-0.330949, 5.120182, -5.709717], [-1.543245, -4.635787, 6.471153], [-13.174481, -3.642458, -1.506048], [-1.006016, -2.766686, 2.350772], [-10.352803, -6.012484, 1.162909], [-6.263359, -2.905236, 3.650831], [-3.519528, -3.719887, 3.250376], [-9.478224, 2.498769, 8.904509], [-2.180498, -3.142538, 8.854292], [-2.806961, -0.509334, 2.078179], [-10.624566, -4.931597, -1.940991], [0.001033, 8.586762, -2.817368], [-7.882496, -4.662292, 1.784874], [-1.634200, 10.580193, -1.513800], [4.960325, 7.619582, -5.142302], [1.184542, 10.403211, -0.911459], [2.201323, 5.231176, -4.337152], [2.127882, 4.655543, -7.159857], [-8.226823, -5.850339, -0.827666], [3.566189, 9.702934, -3.711551], [0.028141, -0.073147, 2.399742], [-0.989051, -1.178701, -0.060396], [7.363933, -3.085653, 2.822897], [-11.942167, -3.554750, -4.118345], [7.437964, -5.414306, 1.116345], [-7.139187, 0.521225, 8.113918], [3.907942, 7.113366, -2.500852], [-5.503874, -5.697608, 3.966299], [-8.303539, 3.605967, 11.295301], [-4.640440, -3.745769, 5.900573], [6.187985, 8.852362, -2.838342], [4.028361, -4.296699, -2.358099], [4.715501, -3.025705, -3.677996], [4.334503, -0.768949, -2.983104], [5.621192, 2.580611, -4.752337], [7.441553, 0.525593, -0.339807], [7.867368, -0.337608, -3.677107], [8.235211, -1.705491, -2.066218], [6.683607, 1.483077, -2.088493], [4.895114, 0.265234, -0.417754], [9.162670, 0.201674, -2.079221], [5.787323, -1.672740, -0.768438], [3.923610, -3.239014, -5.119899], [6.305677, -3.360127, -3.972984], [1.959057, -0.720790, -1.001221], [1.297204, -0.817562, -3.286782], [4.670919, 0.369561, -4.613143], [-1.193626, -1.129898, 1.693368], [-12.188896, -4.541472, -2.670212], [-0.032702, 10.234916, -2.182193], [-7.423850, -0.444940, 6.660572], [4.428590, 1.888340, -4.481958], [1.296068, 4.422224, -5.615596], [-0.936118, -4.105683, 8.040955], [4.658468, 8.322142, -3.550275], [-8.604796, -6.012459, 0.906412], [5.576542, -0.470544, -1.363304], [3.784171, 2.359748, -3.187191], [-4.984676, -4.021176, 4.192008], [-9.823834, 3.190011, 10.492797], [8.020058, -0.427702, -2.366557], [8.242870, -3.890253, 1.512555], [6.896194, 0.286567, -1.568725], [2.319381, -0.769593, -2.324259], [0.999233, -0.890515, -0.959953], [3.951989, 3.440454, -3.123065], [1.735604, -1.009956, -4.124622], [4.213621, 1.932063, -2.279243], [6.724905, -2.661704, -4.496779], [2.709234, 2.211486, -3.213595], [5.671672, 0.243321, -5.042609], [3.262532, -3.938665, -5.000159], [3.758566, 2.185293, -5.290883], [3.988609, 0.007083, -5.398522]], "forces_ev_per_angstrom": [[0.0, 0.1, 0.0], [0.0, 0.0, 0.0], [-0.1, 0.0, 0.0], [0.0, 0.0, 0.0], [0.2, -0.6, 0.9], [0.0, 0.0, 0.0], [-0.1, 0.2, 0.2], [0.0, 0.0, 0.0], [0.0, 0.0, 0.0], [0.0, 0.0, 0.0], [0.0, 0.0, 0.0], [-0.3, 0.2, -0.1], [0.0, 0.0, 0.0], [0.0, 0.0, 0.0], [0.2, 0.0, 0.1], [0.0, 0.0, 0.0], [0.6, 0.3, -0.3], [0.1, -0.1, 0.1], [0.3, -0.2, 0.1], [-0.7, -0.2, 0.3], [-0.2, 0.2, 0.2], [0.0, 0.0, 0.0], [0.0, 0.0, 0.0], [-0.7, 0.3, -0.5], [0.0, 0.1, 0.0], [-0.2, -0.2, -0.3], [0.0, 0.0, 0.0], [0.0, 0.0, 0.1], [-0.1, 0.0, 0.0], [-0.2, 0.0, -0.2], [0.0, 0.0, 0.0], [0.5, -0.3, 0.5], [0.0, 0.0, 0.0], [-0.1, -0.1, 0.0], [-0.5, -0.1, 0.1], [0.0, 0.0, 0.0], [0.0, 0.0, 0.1], [0.0, 0.0, 0.0], [0.2, -0.2, -0.1], [0.1, 0.1, 0.2], [0.0, 0.1, 0.1], [0.0, 0.0, 0.0], [-0.2, 0.1, -0.1], [-0.1, 0.0, 0.0], [0.0, -0.1, -0.3], [0.1, 0.0, 0.4], [0.2, 0.4, -0.3], [0.1, 0.2, 0.4], [0.4, -0.2, 0.3], [-0.6, -0.1, -0.7], [-0.6, 0.0, -0.4], [-0.2, 0.7, -0.9], [0.0, 0.5, 0.1], [0.5, 0.4, 0.1], [0.6, -0.3, 0.3], [0.2, 0.0, 0.2], [-0.4, -0.1, -0.4], [-0.8, -0.1, -0.6], [0.1, -0.2, 0.3], [0.0, 0.3, 0.1], [0.2, 0.1, 0.0], [0.1, 0.0, 0.0], [0.0, -0.1, 0.0], [0.1, 0.0, 0.0], [-0.6, -0.8, -0.4], [0.0, -0.2, 0.0], [0.1, 0.0, -0.1], [0.0, -0.1, -0.1], [0.1, 0.1, 0.0], [-0.7, 0.3, -1.3], [0.9, 0.7, 0.0], [0.0, -0.1, -0.1], [0.0, 0.0, -0.1], [0.8, 0.5, 0.2], [-0.1, 0.1, -0.2], [0.0, -1.3, 1.7], [0.4, 0.0, -0.1], [0.6, 0.2, 0.2], [-0.1, -0.1, 0.1], [-0.3, 0.1, 0.0], [-0.1, -0.2, -0.1], [-0.1, -0.1, 0.1], [0.0, -0.3, 0.1], [-0.1, 0.0, 0.1], [0.2, 0.0, 0.0], [0.1, 0.2, -0.1], [0.1, -0.1, 0.1]], "mulliken_charge": [-0.08, -0.11, -0.09, -0.11, 0.07, -0.12, -0.05, -0.10, -0.11, -0.14, -0.10, -0.04, -0.11, -0.12, -0.05, -0.11, -0.13, -0.10, -0.12, 0.04, -0.02, -0.11, -0.08, 0.03, -0.01, 0.00, -0.11, -0.08, -0.08, 0.04, -0.11, -0.13, -0.05, -0.09, -0.15, -0.12, -0.11, -0.11, -0.10, -0.10, -0.08, -0.10, -0.05, -0.10, -0.51, 0.81, -2.02, -0.43, -0.35, -0.23, -0.21, -0.22, -0.30, -0.30, -0.15, -0.52, -0.58, -0.51, -0.75, -0.77, 0.34, 0.29, 0.29, 0.31, 0.68, 0.22, 0.34, 0.33, 0.33, 0.76, -0.76, 0.30, 0.32, 0.43, 0.29, 0.89, 1.53, 0.06, 0.06, 0.29, 0.21, 0.34, 0.28, 0.43, 0.30, 0.06, 0.57]}


Record 2
{"formula": "C45H46N12STi", "method": "ωB97M-V with the def2-TZVPD basis set", "multiplicity": 2, "charge": 1, "s_squared": 0.75, "energy_ha": -3647.12668, "e_above_lowest_kj_mol": 0.0, "lumo_ha": [-0.102, -0.101], "gap_ev": [6.8, 6.9], "elements": ["Ti", "S", "N", "N", "N", "N", "N", "N", "N", "N", "N", "N", "N", "N", "C", "C", "C", "C", "C", "C", "C", "C", "C", "C", "C", "C", "C", "C", "C", "C", "C", "C", "C", "C", "C", "C", "C", "C", "C", "C", "C", "C", "C", "C", "C", "C", "C", "C", "C", "C", "C", "C", "C", "C", "C", "C", "C", "C", "C", "H", "H", "H", "H", "H", "H", "H", "H", "H", "H", "H", "H", "H", "H", "H", "H", "H", "H", "H", "H", "H", "H", "H", "H", "H", "H", "H", "H", "H", "H", "H", "H", "H", "H", "H", "H", "H", "H", "H", "H", "H", "H", "H", "H", "H", "H"], "positions_angstrom": [[0.525045, -0.477980, 0.259655], [1.865403, -2.110725, 4.478424], [-2.640096, 1.573890, 2.960344], [-0.710490, 0.672444, 1.905117], [0.523363, 1.597031, -2.646978], [-0.940726, -3.351913, 0.129343], [-4.581429, -5.250470, -2.275613], [1.131554, -1.543605, -1.380274], [0.918782, -1.663204, 1.903169], [0.689488, 1.614650, -0.315702], [-0.336381, 3.388060, -1.477147], [-2.679823, -0.548731, 2.012863], [-1.240409, -0.419331, -1.065052], [2.750085, -0.421549, 0.360976], [2.292544, 3.323600, 0.161944], [-2.208725, -1.564770, -2.958958], [1.966263, 3.106995, 2.905535], [3.488216, 0.109549, 1.311606], [-0.944018, -3.314921, -3.975645], [-3.570280, 1.247687, 4.035397], [-1.955063, 0.580335, 2.321604], [1.329904, -1.845698, 2.993954], [3.060437, 4.132847, 1.015508], [3.114825, -2.331382, -2.691139], [-4.078101, -0.463037, 1.631437], [1.131256, 2.330329, 2.050507], [1.903848, 2.948785, 4.311972], [-0.191471, -5.584986, -0.285784], [-2.096418, -2.589100, -3.929407], [0.131111, -1.986531, -2.229735], [4.522440, -2.424973, -2.775305], [-2.083160, -3.650748, -0.472371], [1.826200, 1.051178, -2.994832], [-3.458419, 0.113026, -1.769204], [-0.398492, 1.737036, -3.760232], [-0.018034, -4.305762, 0.227128], [3.347978, -1.137042, -0.631587], [4.748765, -1.253349, -0.706704], [-3.579822, -5.102679, -1.732849], [-1.123930, -1.301099, -2.097334], [-2.351793, 0.267685, -0.921553], [2.489437, -1.736543, -1.613477], [0.224681, 1.269607, 4.037744], [-1.102574, 3.847099, -0.339562], [1.336303, 2.455837, 0.636342], [1.073925, 2.021928, 4.865131], [-2.341239, -4.894252, -1.038436], [-2.302943, -1.814146, 2.644713], [-0.038967, 4.401637, -2.477036], [-3.388566, -0.815264, -2.771972], [0.157718, -3.026205, -3.140266], [0.310844, 2.196540, -1.450066], [-2.230544, 2.965294, 2.974313], [-1.370037, -5.887141, -0.942140], [0.193739, 1.443367, 2.674864], [5.335375, -1.928188, -1.803801], [4.886298, 0.006603, 1.336354], [2.902496, 4.020828, 2.363154], [5.511020, -0.662232, 0.323229], [-1.684030, 3.215614, 3.887214], [1.061844, 1.855282, 5.933820], [6.590098, -0.751969, 0.295494], [-1.986293, 4.378112, -0.697135], [-3.621596, 0.175290, 4.190951], [4.949120, -2.917607, -3.639353], [6.411843, -2.019651, -1.859834], [-0.537836, 0.755354, -4.217826], [-4.349306, 0.702095, -1.601530], [-3.123969, 3.589618, 2.915651], [-1.543594, -6.863844, -1.373022], [-1.361363, 2.097187, -3.405847], [5.436190, 0.456708, 2.150081], [1.008250, -3.683763, -3.199791], [-4.764504, -0.644941, 2.463996], [-1.590256, 3.183983, 2.129940], [0.899929, -4.020846, 0.729471], [-2.829526, -2.864836, -0.533768], [-2.933585, -2.805247, -4.579382], [-3.052956, -2.073923, 3.400465], [2.965985, 0.629919, 2.104296], [-1.338827, -1.714080, 3.130640], [0.590766, -6.322836, -0.177025], [-0.522896, 4.511686, 0.308064], [-2.376623, 0.965310, -0.093197], [-0.023188, 2.417765, -4.529498], [-4.278313, -1.220856, 0.870982], [3.793710, 4.810130, 0.598325], [2.552721, -2.723677, -3.519616], [-2.236628, -2.618231, 1.917515], [-4.235016, -0.995803, -3.423569], [1.722147, 0.067975, -3.450900], [-0.417812, 0.519251, 4.483277], [-3.210034, 1.703535, 4.961372], [-1.412132, 2.977733, 0.231761], [3.502983, 4.607027, 3.046803], [2.318610, 1.715962, -3.712613], [0.726694, 4.046885, -3.160574], [-4.570342, 1.631745, 3.826626], [0.340293, 5.294212, -1.973027], [2.559017, 3.551878, 4.927065], [-0.929813, 4.673683, -3.046189], [-0.853823, -4.140960, -4.669585], [-4.296830, 0.515636, 1.207678], [2.480931, 3.352603, -0.905690], [2.442568, 0.964582, -2.104685]], "forces_ev_per_angstrom": [[-0.1, -0.1, 0.6], [0.0, 0.0, 0.0], [0.1, 0.0, 0.1], [-0.1, -0.2, -0.1], [0.0, 0.1, 0.0], [-0.1, 0.0, 0.1], [0.0, 0.0, -0.1], [0.0, 0.1, 0.0], [-0.1, 0.1, -0.1], [0.1, 0.0, 0.0], [0.0, 0.0, 0.0], [0.0, -0.1, 0.1], [0.1, 0.1, -0.1], [-0.2, 0.0, -0.1], [0.0, 0.1, 0.0], [0.1, 0.0, 0.0], [0.0, 0.0, 0.0], [0.0, 0.0, 0.0], [0.0, 0.0, 0.0], [0.0, 0.0, 0.0], [0.1, 0.2, -0.2], [0.0, -0.1, 0.0], [0.0, 0.0, 0.0], [0.0, 0.0, 0.0], [0.0, 0.0, 0.1], [0.0, 0.0, 0.0], [0.0, 0.0, 0.0], [0.0, 0.0, 0.0], [0.0, 0.0, 0.0], [0.0, 0.0, -0.2], [0.0, 0.0, 0.0], [0.1, -0.1, -0.1], [0.0, -0.1, 0.0], [0.0, 0.0, 0.0], [0.0, 0.0, 0.0], [0.0, 0.0, 0.0], [0.1, 0.0, 0.0], [0.0, 0.0, 0.0], [0.0, -0.1, 0.1], [-0.1, 0.0, -0.1], [0.1, 0.0, 0.0], [0.0, 0.0, 0.0], [-0.1, 0.0, 0.0], [0.1, -0.1, 0.0], [-0.1, 0.0, -0.1], [0.0, 0.0, 0.0], [0.0, 0.0, 0.0], [0.0, 0.0, 0.0], [0.0, 0.0, 0.0], [0.0, 0.0, 0.0], [0.0, 0.0, 0.1], [0.0, 0.0, -0.1], [0.0, 0.0, 0.0], [0.0, 0.0, 0.0], [0.1, 0.0, 0.0], [0.0, 0.0, 0.0], [0.0, 0.0, 0.0], [0.0, 0.0, 0.0], [0.0, 0.0, 0.0], [0.0, 0.0, 0.0], [0.0, 0.0, 0.0], [0.0, 0.0, 0.0], [0.0, 0.0, 0.0], [0.0, 0.0, 0.0], [0.0, 0.0, 0.0], [0.0, 0.0, 0.0], [0.0, 0.0, 0.0], [0.0, 0.0, 0.0], [0.0, 0.0, 0.0], [0.0, 0.0, 0.0], [0.0, 0.0, 0.0], [0.0, 0.0, 0.0], [0.0, 0.0, 0.0], [0.0, 0.0, 0.0], [0.0, 0.0, 0.0], [0.0, 0.0, 0.0], [0.0, 0.0, 0.0], [0.0, 0.0, 0.0], [0.0, 0.0, 0.0], [0.0, 0.0, 0.0], [0.1, 0.0, 0.0], [0.0, 0.0, 0.0], [0.0, 0.0, 0.0], [0.0, 0.0, -0.1], [0.0, 0.0, 0.0], [0.0, 0.0, 0.0], [0.0, 0.0, 0.0], [0.0, 0.0, 0.0], [0.0, 0.0, 0.0], [0.0, 0.0, 0.0], [0.0, 0.0, 0.0], [0.0, 0.0, 0.0], [0.0, 0.0, 0.0], [0.0, 0.0, 0.0], [0.0, 0.0, 0.0], [0.0, 0.0, 0.0], [0.0, 0.0, 0.0], [0.0, 0.0, 0.0], [0.0, 0.0, 0.0], [0.0, 0.0, 0.0], [0.0, 0.0, 0.0], [0.0, 0.0, 0.0], [0.0, 0.0, 0.0], [0.0, 0.0, 0.0], [0.0, 0.0, 0.0]], "mulliken_spin": [0.89, 0.00, 0.00, 0.00, 0.00, 0.01, 0.00, -0.01, 0.03, 0.00, 0.00, 0.00, 0.02, -0.04, 0.01, -0.01, 0.02, 0.01, 0.00, 0.00, 0.01, 0.01, 0.00, 0.00, 0.00, 0.00, 0.00, 0.00, 0.00, -0.04, 0.00, 0.00, 0.01, 0.00, 0.00, 0.01, 0.03, 0.00, 0.00, 0.02, 0.00, 0.01, 0.00, 0.00, 0.00, 0.00, 0.00, 0.00, 0.00, 0.00, 0.00, 0.00, 0.00, 0.00, 0.01, 0.00, 0.01, 0.00, 0.00, 0.00, 0.00, 0.00, 0.00, 0.00, 0.00, 0.00, 0.00, 0.00, 0.00, 0.00, 0.00, 0.00, 0.00, 0.00, 0.00, 0.00, 0.00, 0.00, 0.00, 0.00, 0.00, 0.00, 0.00, 0.00, 0.00, 0.00, 0.00, 0.00, 0.00, 0.00, 0.00, 0.00, 0.00, 0.00, 0.00, 0.00, 0.00, 0.00, 0.00, 0.00, 0.00, 0.00, 0.00, 0.00, 0.00]}


Record 3
{"formula": "C2H8N", "method": "ωB97M-V with the def2-TZVPD basis set", "charge": 1, "energy_ha": -135.36954, "e_above_lowest_kj_mol": 344.7, "lumo_ha": -0.156, "gap_ev": 10.7, "elements": ["N", "C", "C", "H", "H", "H", "H", "H", "H", "H", "H"], "positions_angstrom": [[1.231063, -0.218621, -0.457281], [0.195424, 0.539262, 0.342120], [-1.105097, -0.248311, 0.212439], [0.785130, -0.676998, -1.386429], [0.083440, 1.492588, -0.217389], [-0.928265, -1.187399, -0.318955], [2.076743, 0.263389, -0.793247], [1.337235, -1.094441, 0.120701], [-1.550128, -0.945715, 1.797152], [0.519999, 0.703194, 1.343371], [-2.110465, 0.241584, -0.114792]], "forces_ev_per_angstrom": [[-1.6, -3.1, -1.7], [-1.5, 1.3, -2.4], [-2.5, -1.5, 3.4], [0.9, 1.7, 2.4], [0.1, -0.3, 0.8], [-0.4, 0.1, 0.1], [-0.1, -0.2, 0.9], [1.1, 1.0, -0.8], [1.1, 1.8, -3.9], [0.5, 0.0, 0.5], [2.3, -0.6, 0.7]], "nbo_charge": [-0.70, -0.27, -0.57, 0.46, 0.24, 0.20, 0.47, 0.46, 0.19, 0.26, 0.28]}


Record 4
{"formula": "C3H9PS", "method": "ωB97M-V with the def2-TZVPD basis set", "charge": 0, "energy_ha": -859.18354, "e_above_lowest_kj_mol": 136.9, "smiles": "CP(C)CS", "lumo_ha": 0.033, "gap_ev": 9.8, "elements": ["S", "P", "C", "C", "C", "H", "H", "H", "H", "H", "H", "H", "H", "H"], "positions_angstrom": [[2.325959, 1.567166, -0.668563], [0.166039, -0.458356, -1.022578], [1.386054, 0.263032, 0.172103], [-0.573103, -1.517911, 0.333609], [-1.013092, 0.945922, -0.908964], [-1.701513, -1.500588, 0.262944], [0.707214, 0.763336, 1.004038], [2.138977, -0.315946, 0.813146], [3.415584, 1.236001, -0.208259], [-2.075749, 0.890618, -0.771644], [-0.715956, 1.547855, -0.029777], [-0.835886, 1.492332, -1.843261], [-0.047535, -2.436871, 0.385049], [-0.194770, -1.077376, 1.312634]], "forces_ev_per_angstrom": [[-3.1, 1.3, -1.4], [-0.5, -1.3, 1.2], [-0.1, 1.3, 2.6], [-0.2, 1.8, 0.9], [1.0, 1.3, 0.0], [1.4, -0.6, 0.3], [1.4, -0.8, -1.5], [-1.3, 0.1, -1.5], [3.5, -0.9, 1.3], [-0.6, -1.1, -0.3], [0.0, 0.1, -0.6], [-0.2, 0.4, 0.4], [-0.3, -1.5, -0.5], [-1.2, -0.1, -0.9]], "nbo_charge": [-0.01, 0.81, -0.87, -0.93, -0.96, 0.24, 0.21, 0.26, 0.10, 0.25, 0.22, 0.24, 0.23, 0.21]}